# 1
Formula: C25H34Cl6F15NO11
Source: the OMol25 dataset
Level of theory: ωB97M-V/def2-TZVPD

Each atom is followed by the atoms it is bonded to, with distances in Å.
Positions of all 92 atoms, in Å:
1 C -18.154 -28.457 -20.082  O2 1.229, N3 1.351, H6 1.101
2 O -17.042 -28.357 -19.567  C1 1.229
3 N -18.682 -27.722 -21.085  C1 1.351, C4 1.388, C5 1.448
4 C -19.820 -28.107 -21.779  N3 1.388, H7 1.090, H8 1.090, H9 1.090
5 C -17.948 -26.598 -21.628  N3 1.448, H10 1.090, H11 1.090, H12 1.090
6 H -18.793 -29.316 -19.826  C1 1.101
7 H -19.854 -28.015 -22.865  C4 1.090
8 H -20.547 -27.356 -21.469  C4 1.090
9 H -20.265 -29.070 -21.528  C4 1.090
10 H -18.509 -25.665 -21.666  C5 1.090
11 H -17.121 -26.260 -21.002  C5 1.090
12 H -17.677 -26.718 -22.677  C5 1.090
13 C -12.894 -26.318 -17.436  C14 1.577, H22 1.090, H23 1.090, H24 1.090
14 C -13.072 -26.321 -15.869  C13 1.577, O15 1.472, H25 1.090, H26 1.090
15 O -11.848 -25.927 -15.153  C14 1.472, C16 1.394
16 C -11.339 -24.630 -15.120  O15 1.394, O17 1.203, C18 1.566
17 O -11.970 -23.715 -15.580  C16 1.203
18 C -9.950 -24.347 -14.457  C16 1.566, F19 1.291, F20 1.350, F21 1.386
19 F -9.983 -24.749 -13.230  C18 1.291
20 F -8.995 -25.026 -15.128  C18 1.350
21 F -9.588 -23.010 -14.498  C18 1.386
22 H -12.257 -27.143 -17.755  C13 1.090
23 H -12.419 -25.425 -17.842  C13 1.090
24 H -13.866 -26.508 -17.892  C13 1.090
25 H -13.355 -27.301 -15.483  C14 1.090
26 H -13.863 -25.602 -15.656  C14 1.090
27 C -18.328 -25.623 -17.187  C28 1.568, H36 1.090, H37 1.090, H38 1.090
28 C -16.912 -25.442 -17.836  C27 1.568, O29 1.377, H39 1.090, H40 1.090
29 O -16.623 -24.102 -17.955  C28 1.377, C30 1.373
30 C -16.934 -23.376 -19.079  O29 1.373, O31 1.234, C32 1.541
31 O -17.160 -23.890 -20.177  C30 1.234
32 C -17.059 -21.859 -18.838  C30 1.541, F33 1.298, F34 1.360, F35 1.389
33 F -17.220 -21.612 -17.574  C32 1.298
34 F -15.920 -21.224 -19.223  C32 1.360
35 F -18.151 -21.345 -19.526  C32 1.389
36 H -19.092 -24.927 -17.535  C27 1.090
37 H -18.087 -25.522 -16.129  C27 1.090
38 H -18.842 -26.562 -17.392  C27 1.090
39 H -16.641 -25.967 -18.752  C28 1.090
40 H -16.187 -25.893 -17.159  C28 1.090
41 C -16.642 -32.032 -11.227  C42 1.551, H50 1.090, H51 1.090, H52 1.090
42 C -16.484 -31.494 -12.673  C41 1.551, O43 1.403, H53 1.090, H54 1.090
43 O -17.404 -30.466 -12.925  C42 1.403, C44 1.322
44 C -17.146 -29.552 -13.844  O43 1.322, O45 1.184, C46 1.495
45 O -16.266 -29.579 -14.635  C44 1.184
46 C -18.172 -28.466 -13.830  C44 1.495, F47 1.297, F48 1.334, F49 1.322
47 F -17.741 -27.399 -13.231  C46 1.297
48 F -18.347 -28.103 -15.102  C46 1.334
49 F -19.275 -28.889 -13.236  C46 1.322
50 H -16.702 -31.196 -10.531  C41 1.090
51 H -15.852 -32.679 -10.846  C41 1.090
52 H -17.616 -32.522 -11.244  C41 1.090
53 H -16.528 -32.317 -13.387  C42 1.090
54 H -15.448 -31.190 -12.823  C42 1.090
55 C -21.202 -21.604 -24.190  C56 1.536, H64 1.090, H65 1.090, H66 1.090
56 C -22.397 -22.198 -23.431  C55 1.536, O57 1.401, H67 1.090, H68 1.090
57 O -22.012 -22.499 -22.117  C56 1.401, C58 1.407
58 C -21.950 -23.845 -21.709  O57 1.407, O59 1.208, C60 1.584
59 O -22.090 -24.739 -22.509  C58 1.208
60 C -21.493 -24.047 -20.206  C58 1.584, F61 1.404, F62 1.273, F63 1.308
61 F -20.364 -24.874 -20.101  C60 1.404
62 F -21.181 -22.977 -19.592  C60 1.273
63 F -22.470 -24.633 -19.563  C60 1.308
64 H -21.503 -20.849 -24.917  C55 1.090
65 H -20.547 -22.422 -24.489  C55 1.090
66 H -20.585 -20.922 -23.604  C55 1.090
67 H -22.958 -22.958 -23.973  C56 1.090
68 H -23.128 -21.414 -23.234  C56 1.090
69 C -14.751 -19.043 -16.090  C70 1.508, H78 1.090, H79 1.090, H80 1.090
70 C -16.018 -18.349 -16.521  C69 1.508, O71 1.461, H81 1.090, H82 1.090
71 O -17.044 -18.361 -15.481  C70 1.461, C72 1.402
72 C -17.179 -17.271 -14.609  O71 1.402, O73 1.235, C74 1.516
73 O -16.495 -16.254 -14.755  C72 1.235
74 C -18.213 -17.379 -13.505  C72 1.516, F75 1.278, F76 1.327, F77 1.360
75 F -19.171 -18.156 -13.841  C74 1.278
76 F -17.660 -17.802 -12.375  C74 1.327
77 F -18.747 -16.140 -13.332  C74 1.360
78 H -14.598 -18.903 -15.020  C69 1.090
79 H -13.854 -18.683 -16.594  C69 1.090
80 H -14.812 -20.120 -16.250  C69 1.090
81 H -16.408 -18.915 -17.367  C70 1.090
82 H -15.864 -17.346 -16.917  C70 1.090
83 C -20.841 -22.146 -14.777  Cl84 1.750, Cl85 1.807, Cl86 1.731, H87 1.090
84 Cl -19.343 -21.250 -14.905  C83 1.750
85 Cl -20.945 -23.263 -13.361  C83 1.807
86 Cl -20.929 -23.130 -16.199  C83 1.731
87 H -21.712 -21.501 -14.890  C83 1.090
88 C -15.594 -19.703 -22.048  Cl89 1.822, Cl90 1.783, Cl91 1.837, H92 1.090
89 Cl -14.700 -18.630 -20.879  C88 1.822
90 Cl -14.457 -20.289 -23.291  C88 1.783
91 Cl -17.038 -18.806 -22.743  C88 1.837
92 H -16.005 -20.592 -21.569  C88 1.090

Multiplicity: 2
Frontier orbital gap (alpha / beta), eV: 8.80 / 3.85
Charge: +1
Total energy, eV: -166374.9009


# 2
Formula: C25H34FN3O8
Source: the OMol25 dataset
Level of theory: ωB97M-V/def2-TZVPD

Each atom is followed by the atoms it is bonded to, with distances in Å.
Positions of all 71 atoms, in Å:
1 N 2.565 1.590 1.283  C2 1.139
2 C 1.847 0.734 1.063  N1 1.139, C3 1.464
3 C 0.950 -0.391 0.789  C2 1.464, C4 1.542, C11 1.532, H20 1.085
4 C -0.495 0.145 0.769  C3 1.542, C5 1.507, H21 1.088, H22 1.083
5 C -1.517 -0.958 0.859  C4 1.507, C6 1.380, C10 1.395
6 C -1.929 -1.621 -0.280  C5 1.380, C7 1.389, H23 1.076
7 C -2.837 -2.667 -0.179  C6 1.389, C8 1.385, H24 1.078
8 C -3.335 -3.029 1.061  C7 1.385, C9 1.381, H25 1.080
9 C -2.930 -2.379 2.210  C8 1.381, C10 1.392, H26 1.078
10 C -2.013 -1.338 2.106  C5 1.395, C9 1.392, H27 1.080
11 C 1.197 -1.475 1.844  C3 1.532, C12 1.452, C14 1.534, H28 1.087
12 C 1.195 -0.956 3.200  C11 1.452, N13 1.139
13 N 1.198 -0.616 4.287  C12 1.139
14 C 2.527 -2.200 1.601  C11 1.534, O15 1.196, N16 1.429
15 O 3.532 -1.645 1.264  C14 1.196
16 N 2.505 -3.610 1.829  C14 1.429, C17 1.435, H29 1.020
17 C 3.223 -4.311 0.803  N16 1.435, O18 1.173, F19 1.325
18 O 4.129 -5.033 0.991  C17 1.173
19 F 2.724 -4.097 -0.406  C17 1.325
20 H 1.242 -0.765 -0.187  C3 1.085
21 H -0.621 0.620 -0.201  C4 1.088
22 H -0.664 0.919 1.508  C4 1.083
23 H -1.521 -1.353 -1.239  C6 1.076
24 H -3.143 -3.201 -1.064  C7 1.078
25 H -4.036 -3.846 1.150  C8 1.080
26 H -3.290 -2.662 3.186  C9 1.078
27 H -1.668 -0.830 2.995  C10 1.080
28 H 0.414 -2.229 1.830  C11 1.087
29 H 1.536 -3.924 1.776  N16 1.020
30 O -5.229 0.242 0.600  C31 1.199
31 C -5.741 0.398 1.673  O30 1.199, O32 1.349, C35 1.514
32 O -6.572 -0.551 2.150  C31 1.349, C33 1.428
33 C -7.097 -0.533 3.478  O32 1.428, C34 1.515, H36 1.091, H37 1.089
34 C -8.333 0.337 3.590  C33 1.515, H38 1.090, H39 1.090, H40 1.090
35 C -5.520 1.667 2.469  C31 1.514, H41 1.089, H42 1.087, H43 1.087
36 H -6.323 -0.250 4.193  C33 1.091
37 H -7.358 -1.568 3.691  C33 1.089
38 H -8.114 1.380 3.361  C34 1.090
39 H -8.744 0.287 4.598  C34 1.090
40 H -9.092 0.002 2.884  C34 1.090
41 H -6.175 2.443 2.076  C35 1.089
42 H -4.486 1.973 2.332  C35 1.087
43 H -5.691 1.564 3.538  C35 1.087
44 O -1.379 -1.923 -3.671  C45 1.200
45 C -0.223 -1.806 -3.972  O44 1.200, O46 1.351, C49 1.510
46 O 0.634 -1.307 -3.055  C45 1.351, C47 1.433
47 C 2.052 -1.248 -3.256  O46 1.433, C48 1.514, H50 1.091, H51 1.090
48 C 2.466 -0.016 -4.033  C47 1.514, H52 1.090, H53 1.090, H54 1.090
49 C 0.274 -2.137 -5.359  C45 1.510, H55 1.089, H56 1.087, H57 1.087
50 H 2.411 -2.171 -3.713  C47 1.091
51 H 2.478 -1.210 -2.254  C47 1.090
52 H 2.040 -0.010 -5.036  C48 1.090
53 H 3.551 0.031 -4.121  C48 1.090
54 H 2.117 0.884 -3.526  C48 1.090
55 H 0.050 -1.297 -6.015  C49 1.089
56 H -0.265 -3.012 -5.711  C49 1.087
57 H 1.337 -2.359 -5.414  C49 1.087
58 O 5.559 5.453 -3.724  C59 1.201
59 C 5.673 4.942 -2.644  O58 1.201, O60 1.345, C63 1.512
60 O 4.753 4.042 -2.251  C59 1.345, C61 1.433
61 C 4.874 3.270 -1.050  O60 1.433, C62 1.512, H64 1.091, H65 1.089
62 C 4.383 4.015 0.171  C61 1.512, H66 1.091, H67 1.087, H68 1.089
63 C 6.788 5.332 -1.699  C59 1.512, H69 1.089, H70 1.087, H71 1.087
64 H 5.896 2.906 -0.931  C61 1.091
65 H 4.248 2.395 -1.215  C61 1.089
66 H 4.972 4.914 0.361  C62 1.091
67 H 4.433 3.375 1.047  C62 1.087
68 H 3.349 4.329 0.029  C62 1.089
69 H 6.508 6.256 -1.197  C63 1.089
70 H 7.683 5.509 -2.290  C63 1.087
71 H 7.028 4.580 -0.953  C63 1.087

ΔE to the lowest compared entry with this formula, charge and spin, kcal/mol: 0.0
Frontier orbital gap, eV: 9.66
Structure (SMILES): N#C[C@H](Cc1ccccc1)[C@H](C#N)C(=O)NC(=O)F.CCOC(C)=O.CCOC(C)=O.CCOC(C)=O
Charge: 0
Total energy, eV: -50043.8869